No. 1
Formula: C15H32O9S
Source: the Open Molecules 2025 dataset
Level of theory: ωB97M-V/def2-TZVPD

As for the structure (SMILES): O=C1OCC[C@H]1CCCS(=O)(=O)O.COCCOC.COCCOC. As for the highest occupied orbital energy: -0.3209 Eh. The LUMO energy comes out at 0.02 eV.

```
57
C15H32O9S | the Open Molecules 2025 dataset | ωB97M-V/def2-TZVPD
O 0.185 -2.119 1.364
C 0.502 -2.430 0.080
O 1.247 -3.653 -0.327
C 1.638 -3.477 -1.764
C 0.370 -2.656 -2.482
C 0.129 -1.565 -1.285
C -1.201 -0.616 -1.260
C -2.142 -0.670 -2.597
C -2.952 -2.075 -2.834
S -3.700 -2.841 -1.300
O -2.690 -3.264 -0.208
O -4.850 -1.927 -0.815
O -4.462 -4.313 -1.827
H 1.440 -4.571 -2.198
H 2.728 -3.105 -1.991
H 0.902 -2.232 -3.434
H -0.400 -3.555 -2.614
H 1.061 -0.847 -1.421
H -0.808 0.507 -1.167
H -1.844 -0.793 -0.279
H -2.979 0.168 -2.447
H -1.549 -0.318 -3.570
H -2.337 -2.913 -3.381
H -3.862 -1.815 -3.561
H -5.140 -4.075 -2.542
C 0.267 -0.114 3.412
O 1.117 0.721 4.191
C 0.548 1.041 5.465
C 1.144 0.169 6.576
O 0.782 -1.205 6.406
C 1.832 -1.970 5.821
H 0.851 -0.528 2.588
H -0.145 -0.942 3.998
H -0.553 0.482 2.998
H -0.543 0.953 5.438
H 0.797 2.088 5.671
H 0.730 0.492 7.536
H 2.234 0.282 6.625
H 2.600 -2.171 6.573
H 2.281 -1.463 4.964
H 1.415 -2.921 5.481
C 1.253 2.481 -1.041
O 0.424 2.417 -2.198
C -0.450 3.546 -2.305
C 0.091 4.574 -3.306
O 1.308 5.163 -2.838
C 2.456 4.586 -3.454
H 2.056 1.751 -1.152
H 1.698 3.472 -0.909
H 0.664 2.225 -0.154
H -0.620 4.002 -1.324
H -1.411 3.171 -2.674
H -0.639 5.385 -3.404
H 0.229 4.126 -4.297
H 2.556 4.970 -4.473
H 2.405 3.495 -3.477
H 3.337 4.880 -2.879
```

Löwdin population analysis, charges in e, atoms 1 to 2: number 1, O, carries -0.029; number 2, C, carries -0.169


No. 2
Formula: C15H33AgF6N3O8S2
Source: the Open Molecules 2025 dataset
Level of theory: ωB97M-V/def2-TZVPD

Its net charge is +1. As for the highest occupied orbital energy (alpha / beta): -0.4757 / -0.4745 Eh. Its spin multiplicity is 3. The LUMO energy (alpha / beta) comes out at -2.69 / -7.24 eV.

```
68
C15H33AgF6N3O8S2 | the Open Molecules 2025 dataset | ωB97M-V/def2-TZVPD
Ag 0.334 0.534 1.073
C 2.415 -1.874 -2.156
C 1.569 -0.963 -3.082
C 1.429 -1.611 -4.541
C 0.397 -2.768 -4.571
C -1.028 -2.229 -4.113
C -0.915 -1.573 -2.662
N 0.228 -0.664 -2.504
O 0.187 0.163 -1.257
C -0.968 -2.760 -1.739
C -2.303 -0.809 -2.566
C 2.300 0.321 -3.362
H 2.146 -2.930 -2.107
H 2.404 -1.429 -1.161
H 3.445 -1.730 -2.482
H 2.411 -1.999 -4.815
H 1.296 -0.889 -5.347
H 0.689 -3.614 -3.949
H 0.217 -3.185 -5.562
H -1.803 -2.995 -4.098
H -1.397 -1.525 -4.858
H -0.021 -3.286 -1.863
H -1.886 -3.329 -1.883
H -1.096 -2.394 -0.720
H -2.444 -0.040 -3.325
H -2.470 -0.407 -1.567
H -3.202 -1.352 -2.858
H 2.448 0.926 -2.467
H 1.993 0.981 -4.173
H 3.296 0.074 -3.729
C 0.157 3.095 4.749
F 0.575 3.563 5.927
F -1.053 2.566 4.763
F 0.227 4.037 3.858
S 1.442 1.704 4.195
O 2.262 2.410 3.264
O 2.177 1.325 5.452
N 0.592 0.529 3.307
S 0.164 -0.572 4.384
O -0.349 -0.062 5.670
O -0.802 -1.471 3.762
C 1.816 -1.575 4.738
F 2.810 -1.314 3.861
F 2.319 -1.267 5.917
F 1.540 -2.890 4.826
O 0.910 -1.781 1.088
H 1.482 -2.173 0.428
H 0.844 -2.446 1.773
O 2.577 1.098 0.567
H 3.484 0.933 0.823
H 2.629 1.838 -0.037
C -2.087 4.322 0.883
C -1.594 2.876 1.106
C -2.516 1.739 0.495
O -2.057 0.475 1.081
C -2.933 -0.577 1.347
N -0.249 2.756 0.669
H -1.755 4.800 -0.039
H -1.805 5.060 1.633
H -3.177 4.333 0.910
H -1.636 2.658 2.173
H -2.453 1.888 -0.583
H -3.557 1.710 0.816
H -3.531 -0.885 0.489
H -3.632 -0.339 2.148
H -2.358 -1.489 1.513
H -0.334 2.836 -0.335
H 0.200 3.647 0.827
```

Löwdin population analysis, charges in e, atoms 1 to 2: number 1, Ag, carries 1.108; number 2, C, carries 0.002


No. 3
Formula: C15H33AuN3O2Ta
Source: the Open Molecules 2025 dataset
Level of theory: ωB97M-V/def2-TZVPD

Its net charge is +2. As for the highest occupied orbital energy: -0.5777 Eh. The LUMO energy comes out at -9.17 eV.

```
55
C15H33AuN3O2Ta | the Open Molecules 2025 dataset | ωB97M-V/def2-TZVPD
N -1.599 0.960 1.144
C -2.564 0.593 1.832
O -3.474 0.233 2.482
Au 0.458 2.917 -1.406
Ta 0.036 0.716 0.112
N 1.533 1.077 1.362
N -0.373 1.030 -1.905
C 1.706 0.651 2.775
C -1.637 1.328 -2.647
C 1.514 1.879 3.662
C 3.112 0.078 2.959
C 0.682 -0.412 3.129
C -1.247 2.106 -3.904
C -2.343 0.022 -3.002
C -2.504 2.192 -1.752
H 2.296 2.626 3.486
H 1.569 1.575 4.718
H 0.537 2.344 3.482
H 3.288 -0.743 2.255
H 3.206 -0.315 3.981
H 3.889 0.840 2.825
H -0.350 -0.069 2.992
H 0.812 -0.659 4.196
H 0.856 -1.338 2.563
H -0.630 2.978 -3.634
H -2.159 2.464 -4.401
H -0.687 1.474 -4.602
H -1.740 -0.587 -3.687
H -3.285 0.272 -3.513
H -2.582 -0.559 -2.102
H -2.706 1.713 -0.786
H -3.455 2.382 -2.273
H -2.019 3.163 -1.565
C 0.623 0.203 -2.666
H 1.360 -0.234 -1.968
H 0.134 -0.617 -3.211
H 1.161 0.849 -3.375
C 2.590 1.976 0.863
H 3.500 1.420 0.584
H 2.233 2.529 -0.029
H 2.831 2.734 1.624
C -1.346 -2.947 1.021
C -0.281 -2.687 -0.033
C 1.067 -3.307 0.292
C -0.746 -2.990 -1.448
O -0.038 -1.142 -0.002
H -1.613 -4.018 1.043
H -2.260 -2.374 0.814
H -0.987 -2.673 2.021
H 1.013 -4.406 0.227
H 1.831 -2.965 -0.416
H 1.387 -3.047 1.309
H -1.736 -2.557 -1.638
H -0.037 -2.596 -2.186
H -0.823 -4.080 -1.603
```

Löwdin population analysis, charges in e, atoms 1 to 2: number 1, N, carries -0.079; number 2, C, carries -0.331


no.,electronic energy (Eh),maximum force (Eh/bohr)
1,-1665.7832,0.1883
2,-2899.5662,0.1171
3,-1098.2546,0.1104